{
  "formula": "C51H144N18O15",
  "method": "wB97M-V/def2-TZVPD",
  "symbols": ["C", "C", "C", "O", "C", "N", "H", "H", "H", "H", "H", "H", "H", "H", "H", "H", "H", "C", "C", "C", "O", "C", "N", "H", "H", "H", "H", "H", "H", "H", "H", "H", "H", "H", "C", "C", "C", "O", "C", "N", "H", "H", "H", "H", "H", "H", "H", "H", "H", "H", "H", "C", "C", "C", "O", "C", "N", "H", "H", "H", "H", "H", "H", "H", "H", "H", "H", "H", "C", "C", "C", "O", "C", "N", "H", "H", "H", "H", "H", "H", "H", "H", "H", "H", "H", "C", "C", "C", "O", "C", "N", "H", "H", "H", "H", "H", "H", "H", "H", "H", "H", "H", "C", "C", "C", "O", "C", "N", "H", "H", "H", "H", "H", "H", "H", "H", "H", "H", "H", "C", "C", "C", "O", "C", "N", "H", "H", "H", "H", "H", "H", "H", "H", "H", "H", "H", "C", "C", "C", "O", "C", "N", "H", "H", "H", "H", "H", "H", "H", "H", "H", "H", "H", "C", "C", "C", "O", "C", "N", "H", "H", "H", "H", "H", "H", "H", "H", "H", "H", "H", "C", "C", "C", "O", "C", "N", "H", "H", "H", "H", "H", "H", "H", "H", "H", "H", "H", "C", "C", "C", "O", "C", "N", "H", "H", "H", "H", "H", "H", "H", "H", "H", "H", "H", "C", "O", "N", "N", "H", "H", "H", "H", "C", "O", "N", "N", "H", "H", "H", "H", "C", "O", "N", "N", "H", "H", "H", "H"],
  "coordinates": [[-0.871, -4.384, -3.576], [-1.975, -3.399, -4.011], [-1.897, -3.218, -5.525], [-3.088, -2.488, -5.925], [-3.290, -2.421, -7.339], [-3.306, -3.738, -3.540], [-0.732, -4.328, -2.512], [0.063, -4.276, -4.117], [-1.166, -5.482, -3.741], [-1.709, -2.420, -3.502], [-1.772, -4.211, -6.115], [-0.927, -2.680, -5.723], [-4.222, -1.904, -7.425], [-3.373, -3.447, -7.759], [-2.482, -1.955, -7.862], [-3.995, -3.019, -3.839], [-3.638, -4.547, -4.056], [5.006, 4.316, -2.964], [5.085, 5.827, -2.734], [6.467, 6.401, -2.883], [7.397, 5.544, -2.324], [7.475, 5.656, -0.857], [4.166, 6.492, -3.618], [3.993, 4.060, -3.181], [5.181, 3.764, -2.048], [5.691, 3.900, -3.682], [4.757, 6.082, -1.697], [6.506, 7.475, -2.493], [6.713, 6.572, -3.988], [8.274, 5.015, -0.650], [6.529, 5.369, -0.453], [7.777, 6.645, -0.477], [4.060, 7.428, -3.142], [3.296, 6.080, -3.312], [-0.917, -0.457, 4.634], [-2.297, -1.074, 4.807], [-3.372, -0.040, 4.651], [-3.303, 0.942, 5.635], [-3.955, 2.165, 5.310], [-2.510, -2.130, 3.751], [-0.802, 0.283, 3.821], [-0.183, -1.285, 4.548], [-0.575, 0.088, 5.450], [-2.376, -1.506, 5.778], [-4.323, -0.587, 4.424], [-3.120, 0.529, 3.654], [-4.254, 2.593, 6.275], [-4.889, 1.993, 4.765], [-3.297, 2.894, 4.884], [-3.292, -2.701, 4.125], [-1.614, -2.643, 3.717], [-7.196, -3.837, -0.205], [-5.827, -3.788, 0.543], [-5.900, -4.454, 1.882], [-6.821, -3.837, 2.703], [-6.395, -2.807, 3.542], [-4.809, -4.561, -0.157], [-7.943, -3.373, 0.350], [-7.461, -4.902, -0.382], [-7.199, -3.176, -1.111], [-5.645, -2.763, 0.667], [-4.916, -4.527, 2.357], [-6.245, -5.512, 1.667], [-7.274, -2.309, 3.884], [-5.711, -2.059, 3.052], [-5.899, -3.245, 4.409], [-3.883, -4.258, 0.037], [-5.047, -4.240, -1.113], [-1.773, 5.950, -4.119], [-0.832, 5.265, -3.181], [-0.606, 3.857, -3.573], [0.253, 3.225, -2.703], [0.752, 1.987, -3.165], [0.378, 5.972, -3.063], [-2.070, 6.888, -3.712], [-2.624, 5.326, -4.211], [-1.309, 6.144, -5.061], [-1.270, 5.201, -2.221], [-0.144, 3.935, -4.616], [-1.492, 3.265, -3.675], [0.109, 1.127, -2.987], [1.725, 1.836, -2.625], [0.968, 2.056, -4.213], [1.013, 5.465, -2.441], [0.848, 6.163, -3.952], [3.581, 4.713, 1.392], [2.355, 4.828, 0.597], [1.826, 6.279, 0.446], [2.634, 6.987, -0.491], [1.921, 8.250, -0.925], [2.435, 4.095, -0.657], [4.293, 5.415, 0.918], [3.979, 3.703, 1.466], [3.375, 5.021, 2.410], [1.469, 4.395, 1.078], [1.886, 6.700, 1.483], [0.828, 6.100, 0.084], [1.098, 7.988, -1.582], [2.687, 8.928, -1.345], [1.470, 8.653, -0.041], [3.109, 4.455, -1.291], [1.539, 4.226, -1.067], [4.826, 1.482, 2.798], [5.642, 0.422, 3.535], [4.723, -0.121, 4.689], [4.676, 0.993, 5.603], [3.701, 0.657, 6.551], [5.877, -0.661, 2.474], [3.874, 1.025, 2.545], [5.406, 1.700, 1.910], [4.776, 2.439, 3.287], [6.539, 0.857, 3.842], [5.070, -1.089, 4.995], [3.800, -0.348, 4.196], [4.141, -0.235, 7.071], [2.732, 0.501, 6.035], [3.612, 1.501, 7.218], [6.203, -0.263, 1.598], [6.489, -1.351, 2.820], [2.641, -4.982, 4.572], [1.317, -5.773, 4.559], [0.418, -5.012, 3.521], [-0.867, -5.682, 3.411], [-1.351, -5.553, 2.110], [1.407, -7.095, 3.971], [2.934, -4.691, 3.552], [3.468, -5.511, 5.015], [2.573, -4.067, 5.191], [0.755, -5.653, 5.461], [0.965, -5.077, 2.615], [0.307, -3.930, 3.794], [-1.824, -4.542, 2.061], [-2.099, -6.286, 1.923], [-0.534, -5.631, 1.348], [0.534, -7.321, 3.601], [1.685, -7.867, 4.575], [-3.946, 1.965, -5.516], [-3.016, 0.782, -5.410], [-1.736, 1.127, -6.171], [-0.827, 0.062, -6.083], [0.383, 0.441, -6.748], [-2.592, 0.765, -3.985], [-4.734, 1.899, -4.740], [-4.399, 2.017, -6.502], [-3.419, 2.887, -5.403], [-3.499, -0.143, -5.809], [-1.255, 2.015, -5.697], [-2.071, 1.366, -7.189], [0.288, 0.449, -7.823], [1.099, -0.371, -6.588], [0.817, 1.338, -6.310], [-1.876, 0.046, -3.948], [-3.404, 0.435, -3.474], [0.795, -2.485, 0.637], [0.545, -1.065, 0.113], [1.704, -0.655, -0.758], [2.780, -0.196, -0.004], [4.066, -0.156, -0.674], [-0.693, -0.933, -0.634], [0.012, -2.897, 1.264], [1.606, -2.572, 1.287], [0.941, -3.247, -0.179], [0.587, -0.488, 1.094], [1.423, 0.261, -1.316], [1.876, -1.413, -1.534], [4.694, 0.573, -0.106], [3.908, 0.323, -1.703], [4.501, -1.141, -0.824], [-0.869, -1.672, -1.280], [-1.504, -0.722, -0.114], [-1.264, 6.210, 3.583], [-1.076, 4.861, 2.946], [0.042, 4.062, 3.521], [0.358, 2.922, 2.744], [1.496, 2.187, 3.212], [-2.340, 4.091, 3.059], [-0.354, 6.832, 3.630], [-1.621, 6.003, 4.612], [-1.994, 6.774, 2.975], [-0.660, 5.029, 1.860], [-0.360, 3.833, 4.533], [0.923, 4.664, 3.674], [2.384, 2.811, 3.291], [1.758, 1.447, 2.431], [1.304, 1.742, 4.138], [-3.109, 4.570, 2.565], [-2.162, 3.178, 2.679], [1.663, -6.596, -0.466], [3.057, -6.391, 0.185], [3.205, -4.950, 0.500], [4.593, -4.562, 0.486], [4.744, -3.306, 1.169], [3.261, -7.361, 1.207], [0.740, -6.554, 0.205], [1.560, -7.581, -0.896], [1.630, -5.906, -1.296], [3.808, -6.568, -0.657], [2.735, -4.797, 1.477], [2.666, -4.349, -0.307], [4.459, -3.267, 2.254], [4.113, -2.489, 0.678], [5.739, -2.968, 1.075], [2.487, -7.347, 1.816], [4.180, -7.245, 1.674], [-2.446, -7.755, -0.760], [-1.613, -8.616, -0.882], [-3.671, -7.868, -0.124], [-2.190, -6.428, -1.060], [-4.103, -6.958, 0.136], [-3.961, -8.765, 0.234], [-1.454, -6.385, -1.748], [-3.005, -5.907, -1.460], [-1.814, 1.970, 0.045], [-2.482, 1.633, 1.010], [-0.562, 2.540, 0.189], [-2.155, 1.875, -1.220], [-0.070, 2.532, 1.072], [-0.187, 3.025, -0.632], [-1.446, 1.867, -1.950], [-3.092, 1.587, -1.438], [-5.366, 0.315, -0.895], [-4.585, -0.004, -1.787], [-5.016, 0.885, 0.272], [-6.714, 0.156, -1.120], [-4.006, 0.882, 0.551], [-5.789, 1.133, 0.884], [-7.148, -0.439, -0.410], [-6.846, -0.208, -2.016]],
  "charge": 0,
  "de_lowest_kj_mol": 92.5,
  "homo_energy_ev": -8.4,
  "lumo_ha": 0.017,
  "homo_lumo_gap_ev": 8.909,
  "mol_weight_g_mol": 1249.824
}